# C3H7N3S

A single C3H7N3S molecule at a distorted geometry (ωB97M-V/def2-TZVPD, the Open Molecules 2025 dataset).

The geometry in XYZ format:
```
14
Properties=species:S:1:pos:R:3:lowdin_charge:R:1
H 0.489 -1.356 -1.251 0.02
S 0.614 -0.832 1.501 0.87
H 0.170 1.777 -1.658 0.11
H 1.229 1.508 0.320 0.04
C -0.371 0.167 -0.589 -0.49
H -1.445 2.188 -0.709 0.13
H -1.584 0.127 1.302 0.12
N 0.377 -0.379 -1.455 0.13
N 0.307 2.005 0.393 0.07
C -0.414 1.719 -0.735 -0.30
H -1.238 -1.514 0.413 0.06
H 1.835 -2.641 1.020 -0.03
N 0.944 -2.241 0.805 -0.35
C -0.913 -0.529 0.643 -0.39
```

Properties
Total energy = -18525.5698 eV
E_HOMO (spin up / spin down) = -8.30 / -9.46 eV
Relative energy (zero: lowest compared OMol25 entry of this formula, charge and spin) = 472.84 kJ/mol


# C3H12NO3

3 unconnected molecules or ions with the total composition C3H12NO3 at a distorted geometry (ωB97M-V/def2-TZVPD, the Open Molecules 2025 dataset).

The geometry in XYZ format:
```
19
Properties=species:S:1:pos:R:3:lowdin_charge:R:1
C -3.254 0.279 -0.214 -0.18
O 1.576 0.662 1.255 -0.10
H 2.842 -0.820 -0.312 0.15
O -0.003 1.531 -0.519 -0.30
H -3.346 0.691 -1.221 0.07
H 1.178 -1.061 -2.201 0.14
H 0.929 1.133 0.643 0.01
C 1.827 -1.229 -0.196 -0.18
H -3.887 -0.599 -0.083 0.07
H -0.044 2.439 -0.811 0.01
C 1.307 -0.718 1.147 -0.27
H -1.305 0.609 -0.184 0.00
H -3.621 1.029 0.496 0.07
H 0.489 0.194 -1.135 0.07
H 0.239 -0.931 1.216 0.11
N 0.925 -0.813 -1.232 0.25
H 1.864 -1.200 1.951 0.12
H 1.899 -2.321 -0.237 0.13
O -1.935 -0.121 0.070 -0.18
```

Properties
Total energy = -10934.8142 eV
Expectation value of S² = 0.755
Spin multiplicity = 2
E_HOMO (spin up / spin down) = -9.37 / -9.31 eV
Relative energy (zero: lowest compared OMol25 entry of this formula, charge and spin) = 62.99 kJ/mol


# C3H7N

A molecular structure, C3H7N at a distorted geometry (ωB97M-V/def2-TZVPD, the Open Molecules 2025 dataset).

The geometry in XYZ format:
```
11
Properties=species:S:1:pos:R:3:lowdin_charge:R:1
H -1.295 -0.320 1.419 0.10
H 0.677 0.190 1.859 0.10
H -0.388 -1.294 -1.265 0.06
H -0.726 0.419 -1.424 0.09
H 1.596 1.222 -0.525 0.00
N 1.538 0.322 -0.108 -0.03
C -1.054 -0.545 -0.996 -0.06
H -0.337 1.077 0.324 0.19
H -2.056 -0.841 -1.097 0.06
C -0.849 -0.135 0.463 -0.13
C 0.530 0.229 0.778 -0.38
```

Properties
Total energy = -4709.7533 eV
E_HOMO = -7.53 eV
Relative energy (zero: lowest compared OMol25 entry of this formula, charge and spin) = 424.90 kJ/mol


# C3HF3O

A molecular structure, C3HF3O at a distorted geometry (ωB97M-V/def2-TZVPD, the Open Molecules 2025 dataset).

The geometry in XYZ format:
```
8
Properties=species:S:1:pos:R:3:lowdin_charge:R:1
F -0.811 -1.045 0.644 0.05
C -5.234 -0.018 0.030 -0.01
C 0.306 -1.567 -0.112 -0.64
F 1.233 -1.948 0.762 0.15
C 0.076 -0.229 -0.589 0.20
H 0.654 0.478 0.016 0.05
F -0.104 -2.627 -0.760 0.18
O -4.187 -0.430 0.098 0.01
```

Properties
Total energy = -13322.3130 eV
E_HOMO = -9.85 eV
Relative energy (zero: lowest compared OMol25 entry of this formula, charge and spin) = 397.16 kJ/mol